No. 1
DFT (the ωB97M-V functional and the def2-TZVPD basis) results for a molecular structure, C47H41N11O2S2Tc.

```
! RIJCOSX wB97M-V def2-TZVPD def2/J DEFGRID3
* xyz 2 4
C -4.725 2.474 -4.096
C -1.651 0.569 4.300
C -4.613 3.137 -5.299
C -5.493 1.308 -4.113
C 4.301 -1.830 2.026
C -1.313 -1.700 3.636
H 5.082 -2.373 7.087
O -0.751 2.371 -3.332
H 5.186 -1.455 0.094
C -3.343 0.761 -0.582
H 4.310 1.014 -1.476
H 2.709 -2.746 7.672
H 2.056 -7.955 0.927
H -1.037 -0.596 -2.352
N -0.904 0.064 2.086
C 1.487 1.749 -2.897
N 3.644 -0.522 2.152
C 1.787 1.649 -4.248
H 5.262 -1.784 2.532
C 4.487 -2.145 0.573
H 1.060 -3.801 0.652
H -4.029 4.048 -5.347
C -1.363 5.936 -1.123
C 2.726 -4.446 -0.550
H -4.235 2.841 -3.202
H 3.893 -7.623 -0.694
C -6.095 0.818 -5.268
H 1.020 1.848 -4.984
H -0.660 -1.928 1.600
C 3.962 0.236 3.383
C 2.683 -0.186 1.320
H -1.879 5.069 2.126
C 4.298 -1.939 6.480
H -6.014 -0.535 -1.373
H 5.034 0.809 -3.850
C 2.320 -1.156 0.223
C 3.628 -0.592 4.599
C 3.604 1.177 -2.286
C -1.354 2.397 2.610
H -0.608 4.685 -2.672
C 2.966 -2.149 6.808
H -2.076 6.993 0.617
H -1.327 -2.763 3.832
C -5.232 2.662 -6.472
N -0.134 2.463 -1.126
O -1.759 3.235 3.378
C -0.875 4.761 -1.629
C 4.010 1.065 -3.612
C -1.713 6.047 0.235
C 3.519 -5.524 -0.921
C 2.979 -3.087 -1.158
C -1.972 -0.259 -1.938
C 0.114 2.221 -2.509
H 5.022 0.487 3.358
S 0.817 -1.036 -0.555
H -1.469 6.791 -1.778
C -3.992 1.516 0.525
C -0.717 3.651 -0.772
H -4.678 0.877 1.084
N -6.754 -0.366 -4.961
C -5.515 0.338 -1.784
H 1.508 -0.339 4.336
C -1.598 4.976 1.091
H -3.253 1.911 1.207
H 4.326 -5.387 -1.634
C 1.453 -5.894 0.894
C -1.280 0.950 3.029
C -1.116 3.758 0.595
C 3.078 1.299 -4.609
C -1.663 -0.781 4.615
H 0.641 -6.040 1.595
H -3.545 -0.900 -3.360
H 3.697 -2.597 2.516
N 3.190 -2.074 -0.108
C 2.245 -6.972 0.515
H 2.161 -2.771 -1.796
H 4.871 -3.158 0.467
C -3.204 -0.410 -2.463
S 1.890 1.299 1.428
Tc -0.220 0.983 0.292
C -5.975 1.503 -6.478
C 1.692 -4.637 0.363
H -5.865 1.232 -1.273
H -5.117 3.228 -7.388
C 2.291 -0.802 4.933
C -0.936 -1.243 2.389
N -4.058 0.236 -1.600
N -6.591 -0.616 -3.724
H 3.355 1.221 -5.653
C 4.628 -1.163 5.376
H 3.889 -3.118 -1.758
H 0.922 -1.726 6.299
N -5.833 0.383 -3.168
H -4.562 2.360 0.135
C 1.963 -1.578 6.033
H 3.395 1.158 3.375
H -6.451 1.131 -7.376
N -2.054 0.475 -0.759
H -1.958 -1.111 5.604
C 3.276 -6.786 -0.393
H -1.932 1.340 5.006
N 2.370 1.511 -1.929
N -0.989 2.564 1.289
H 5.671 -0.988 5.132
*
```

**Energy relative to the best compared isomer or geometry (same formula, charge and spin)**: 0.000 eV
**M**: 954.1 g mol⁻¹
**Expectation value of S²**: 3.785



No. 2
DFT (the ωB97M-V functional and the def2-TZVPD basis) results for a molecular structure, C47H42AsN13O4RuS2.

```
! RIJCOSX wB97M-V def2-TZVPD def2/J DEFGRID3
* xyz -1 6
H 7.248 -2.197 -3.048
N 2.584 -0.337 3.775
C 5.086 0.168 -1.919
C -1.940 -0.735 -1.016
C -1.211 0.282 5.517
H -0.722 -6.543 -4.671
O -0.695 3.148 1.844
C -4.730 -1.179 0.357
C 3.954 5.684 -2.154
H 0.976 -0.861 -2.791
H -4.371 -1.121 -1.710
C -2.218 -4.844 -1.498
H -1.272 2.455 -2.089
C 2.498 0.291 -3.922
C -1.841 -6.823 -2.756
C 4.486 5.008 -3.260
O -0.315 3.073 4.277
H 8.309 -1.694 -0.807
C -4.283 -0.419 -0.851
C 5.737 -0.721 -2.796
C 0.661 0.012 -6.086
C 0.313 -0.279 -4.766
H -2.861 -6.782 -0.852
N 2.094 2.820 2.372
O 2.263 0.846 -1.086
H -0.747 -0.484 -4.535
C -2.313 -6.211 -1.625
C -1.650 -4.080 -2.495
C -5.661 3.360 2.991
S -0.342 -0.071 -0.738
H -0.748 -4.008 -4.403
C -2.700 1.548 -0.657
H -5.048 5.312 2.268
N 1.681 -2.361 1.115
C 2.967 3.656 -1.391
C -2.732 -1.608 5.607
H -3.866 -1.549 0.943
C 3.485 2.929 -2.501
N -1.043 -1.578 2.373
N -0.858 0.893 3.043
N -2.164 -1.962 -1.408
N -2.897 0.115 -0.725
H -2.662 -4.287 -0.674
H -2.093 -0.425 7.327
C -2.293 -2.076 4.392
Ru -0.001 0.091 1.504
C 2.884 0.567 -5.231
H 4.267 6.697 -1.996
H 3.908 0.890 -5.438
C -2.314 2.196 -1.998
C -1.169 0.065 4.131
H -0.587 1.068 5.943
H 2.819 5.417 -0.295
C -4.748 4.347 2.627
C 6.794 -0.343 -0.258
H -2.619 4.994 2.602
H -3.594 1.391 4.867
H 2.171 3.132 -0.727
H -5.331 -2.018 0.014
H -1.240 -2.807 0.752
H -1.950 1.822 0.112
N 3.062 1.950 4.104
C -1.201 -6.066 -3.772
C 1.269 -0.352 -3.727
H 5.080 5.600 -3.960
S -1.096 2.669 3.098
O -0.801 -2.113 -3.344
C -2.906 2.995 3.400
H -3.600 -1.995 6.119
H 4.842 3.084 -4.145
C 2.462 1.003 3.446
N 2.449 -3.204 1.801
H 3.176 -0.500 4.610
C 7.370 -1.248 -1.110
C 3.233 4.965 -1.196
H -2.040 -7.861 -2.914
C -2.622 -3.358 3.839
H -3.167 -4.050 4.474
C -1.168 -4.714 -3.663
C 5.609 0.313 -0.622
C -1.476 -2.636 -2.447
C -1.982 -0.557 6.249
H 5.277 -0.804 -3.744
C -2.260 -3.660 2.555
H 7.260 -0.056 0.684
C -1.482 -2.722 1.786
N 1.773 1.524 2.408
N 2.892 3.079 3.418
N 3.105 -2.516 2.799
H -2.916 3.123 -2.043
C 2.535 -1.307 2.772
C -3.350 4.239 2.883
C -5.228 2.318 3.842
As 3.423 0.975 -2.318
H 2.390 0.696 -7.286
H -3.679 2.050 -0.418
N 1.685 -1.138 1.737
C 4.292 3.606 -3.410
C -1.484 -1.233 3.622
H -6.711 3.344 2.745
H -0.057 0.097 -6.926
C 1.977 0.459 -6.284
C 6.847 -1.409 -2.410
H -5.961 1.666 4.285
H -5.373 -0.557 1.039
C -3.840 2.144 4.054
H -2.705 1.460 -2.770
H -2.482 -4.659 2.186
H 5.171 1.041 0.007
H -4.948 0.441 -1.028
*
```

**Energy relative to the best compared isomer or geometry (same formula, charge and spin)**: 6.511 eV
**M**: 1093.1 g mol⁻¹
**Expectation value of S²**: 8.796



| no. | largest force on an atom (eV/A) | energy (Eh) |
| --- | --- | --- |
| 1 | 0.557 | -3445.22278 |
| 2 | 6.323 | -5955.68643 |